[1]
51
Properties=species:S:1:pos:R:3:forces:R:3:lowdin_charge:R:1 method="wB97M-V/def2-TZVPD" gap_ha=0.2550 de_lowest_ev=0.038 charge=0 energy_ev=-40450.909 homo_ev=-6.91
Sr 0.4873 0.7064 0.0237 0.073 0.162 0.192 1.257
Si -0.0905 -2.0057 -1.2930 0.041 -0.298 -0.112 0.543
N 2.0517 1.5776 2.8480 -0.199 0.219 -0.319 -0.051
N 0.1093 3.1948 2.2466 0.037 -0.080 -0.044 -0.051
N 2.1867 2.6532 -0.2140 -0.145 -0.083 0.036 -0.085
N 1.7785 0.4053 2.2295 -0.089 0.056 -0.157 -0.087
N 2.3507 3.3269 0.9504 -0.082 -0.131 -0.017 -0.049
N -0.7495 2.4854 1.4795 0.048 -0.170 -0.149 -0.081
C -2.6506 -4.6104 0.8084 0.009 -0.007 -0.002 -0.101
C 0.2575 -3.1946 -3.9291 0.008 -0.014 0.019 -0.124
C -0.5703 4.0945 2.9822 -0.047 -0.156 -0.161 -0.073
C -0.9265 -2.5136 -5.9111 -0.024 0.030 0.011 -0.109
C 3.6593 4.3107 -0.5337 0.108 0.169 -0.035 -0.061
C 2.8760 -0.0173 4.1329 0.119 -0.033 0.172 -0.061
C -3.9377 -2.6706 0.2353 -0.015 -0.053 0.032 -0.104
C -1.3302 -1.4169 -3.8129 0.078 -0.071 0.055 -0.141
C 2.7130 1.3455 3.9952 -0.074 -0.110 -0.113 -0.077
C 2.9703 3.2450 -1.1130 -0.007 0.004 0.194 -0.154
C -1.9108 3.9717 2.6857 -0.147 0.126 0.115 -0.061
C -1.5431 -4.0627 0.1707 -0.025 -0.037 0.032 -0.124
C -3.8518 -3.9186 0.8399 -0.018 0.046 -0.016 -0.107
C 2.2743 -0.5622 2.9981 -0.043 0.205 -0.014 -0.148
C -0.4031 -2.2371 -3.1569 -0.088 0.089 -0.067 -0.381
C -1.9713 2.9473 1.7398 0.258 0.041 0.064 -0.153
C -1.6010 -1.5544 -5.1659 0.013 -0.026 -0.041 -0.104
C 0.0061 -3.3299 -5.2895 0.000 -0.005 -0.013 -0.102
C -1.5990 -2.8091 -0.4420 -0.107 0.067 0.021 -0.385
C -2.8221 -2.1275 -0.3838 0.104 -0.031 -0.019 -0.145
C 3.2329 4.3280 0.7770 -0.066 -0.152 -0.093 -0.075
B 1.6412 2.9771 2.2852 0.455 0.308 0.703 -0.521
H -2.5808 -5.5848 1.2772 0.025 0.000 -0.009 0.097
H 0.9776 -3.8519 -3.4541 -0.003 0.001 -0.017 0.086
H -0.0629 4.7563 3.6627 0.054 -0.028 -0.020 0.121
H -4.8745 -2.1264 0.2552 0.015 0.021 -0.016 0.096
H 4.3676 4.9805 -0.9897 -0.027 -0.041 -0.045 0.095
H -2.3308 -0.9150 -5.6481 -0.003 0.013 0.033 0.096
H 3.5009 4.9807 1.5900 -0.037 -0.037 0.034 0.121
H -4.7170 -4.3462 1.3312 0.009 -0.001 -0.001 0.096
H 2.1743 -1.5946 2.7036 -0.004 -0.007 -0.006 0.110
H 0.9687 -3.0484 -1.0204 -0.034 0.026 -0.044 -0.073
H -1.1291 -2.6212 -6.9695 0.008 -0.004 0.007 0.095
H 3.0105 2.8803 -2.1271 -0.009 -0.016 -0.003 0.107
H -2.7193 4.5451 3.1052 -0.015 -0.040 -0.039 0.095
H -1.8540 -0.6545 -3.2428 -0.028 0.019 -0.044 0.077
H 2.0623 3.7657 3.0922 -0.034 0.021 -0.053 0.117
H 3.3641 -0.5298 4.9437 -0.019 -0.035 -0.042 0.094
H 0.5321 -4.0797 -5.8683 0.014 -0.007 0.028 0.097
H -2.9014 -1.1464 -0.8463 -0.042 0.003 0.008 0.077
H -2.8290 2.5228 1.2433 -0.017 0.007 -0.002 0.106
H 3.0209 2.1550 4.6347 -0.023 0.033 -0.040 0.120
H -0.6171 -4.6263 0.1437 -0.005 0.008 -0.003 0.086

[2]
44
Properties=species:S:1:pos:R:3:forces:R:3:lowdin_charge:R:1 method="wB97M-V/def2-TZVPD" gap_ha=0.1892 de_lowest_ev=0.323 charge=+1 energy_ev=-47154.489 homo_ev=-11.11
Cl -0.4638 -5.4276 2.7066 -0.322 -0.451 0.231 0.709
Cl -0.4139 5.9072 1.4062 -0.289 0.390 0.082 0.701
C -1.3310 0.9509 -3.0152 -0.841 -0.347 0.364 -0.193
C -1.9050 2.3221 -3.0778 -0.460 0.434 -0.294 -0.012
C 0.4805 -0.6090 -2.9777 0.315 0.964 1.842 0.106
C -0.3282 -1.6169 -2.3802 -0.133 -1.460 -0.311 -0.239
C 1.4804 4.0168 1.5872 0.233 -0.402 0.019 -0.095
C 0.3574 -2.8045 -1.7266 0.360 0.361 -0.387 -0.013
C 0.0787 -3.8165 2.5536 0.692 0.943 -0.378 -0.714
C 1.8838 -2.2563 2.2535 0.474 -0.253 -0.029 -0.056
C -0.7977 -2.7598 2.3705 -0.247 0.041 -0.262 -0.106
C 1.0371 -1.1610 2.0484 0.072 0.215 0.511 -0.194
C -0.7686 3.2365 1.7293 -0.279 -0.156 -0.083 -0.103
C -0.3123 1.9049 1.8042 -0.112 0.369 -0.138 -0.036
C -2.2771 -0.2195 -2.9556 0.624 0.239 0.661 -0.090
C 0.1172 4.2955 1.6279 0.636 -0.933 -0.291 -0.708
C 1.7506 0.2205 1.9614 0.040 -0.017 0.016 -0.083
C 1.0486 1.5943 1.7716 0.070 -0.218 0.657 -0.196
C 1.4462 -3.5591 2.4934 0.157 0.355 -0.176 -0.095
C -1.6836 -1.4853 -2.4167 0.296 0.938 -0.678 0.056
C 0.0088 0.7114 -2.9841 1.011 0.358 -0.910 -0.003
C 1.9087 2.6921 1.6809 0.374 0.309 -0.290 -0.054
C -0.3276 -1.4623 2.0889 -0.238 -0.155 0.011 -0.042
H -2.7333 -0.3098 -3.9707 0.095 -0.156 0.514 0.184
H -2.3549 -2.2403 -2.0109 0.197 0.056 -0.180 0.143
H 2.4779 0.2983 2.8124 -1.156 -0.002 -0.077 0.138
H 0.4673 -3.6612 -2.3975 -0.036 0.173 -0.076 0.097
H 1.3652 -2.4668 -1.4419 -0.329 -0.419 0.221 0.088
H 1.5764 -0.7571 -3.0791 -0.886 -0.156 -0.162 0.155
H 2.1590 -4.3746 2.6145 -0.157 0.264 -0.019 0.112
H 2.9571 -2.0712 2.2019 -0.135 -0.141 0.135 0.119
H -2.9787 2.2464 -3.3266 0.434 0.293 0.321 0.100
H 2.9778 2.4872 1.6449 -0.099 0.166 0.060 0.118
H -3.0947 0.0429 -2.2712 -0.192 0.146 -0.277 0.154
H -1.7632 2.8946 -2.1241 -0.152 -0.699 -0.567 0.125
H -1.8355 3.4752 1.7200 0.304 -0.311 0.099 0.108
H -0.1989 -3.1455 -0.8540 0.107 0.159 0.082 0.084
H -1.8667 -2.9852 2.4238 0.322 0.324 -0.108 0.110
H -1.0844 -0.7190 1.8775 0.102 0.012 0.215 0.079
H 2.5198 0.1527 1.1897 -0.285 -0.113 -0.605 0.106
H -1.0674 1.1398 1.8716 -0.010 -0.027 0.106 0.076
H -1.4284 2.9379 -3.8558 -0.021 -0.273 0.212 0.106
H 2.2021 4.8229 1.4566 -0.184 -0.227 0.129 0.112
H 0.7140 1.5584 -3.0310 -0.353 -0.588 -0.190 0.148

[3]
54
Properties=species:S:1:pos:R:3:forces:R:3:lowdin_charge:R:1 method="wB97M-V/def2-TZVPD" gap_ha="0.2908 / 0.2774" de_lowest_ev=1.576 charge=0 energy_ev=-98727.160 homo_ev="-9.33 / -9.33"
Co 0.6091 0.7364 0.5773 0.445 -0.065 0.213 0.742
S 3.0029 1.1216 -1.1138 0.276 -0.388 0.025 0.630
S -2.1442 -0.6653 -0.3074 0.111 -0.112 -0.009 0.546
O 1.0058 0.4739 2.3101 -0.179 -0.036 -0.033 -0.060
O 4.4332 1.1175 -0.9863 -0.071 0.150 -0.010 -0.275
O 2.3122 2.3500 -1.4076 -0.008 0.034 0.004 -0.280
O -1.1678 0.3799 0.2334 -0.450 0.236 -0.045 -0.411
O -3.2229 0.0276 -0.9522 0.055 -0.040 0.025 -0.284
O -1.4146 -1.6588 -1.0547 0.002 0.009 0.042 -0.300
O 2.6315 0.0438 3.7668 0.014 -0.027 -0.017 0.114
N 0.2893 2.6403 0.5778 -0.115 0.017 0.110 0.002
N 2.3719 0.4928 0.2740 -0.405 0.262 -0.231 -0.244
C 1.3640 -2.4938 -5.6707 -0.002 -0.017 -0.027 -0.045
C -4.4408 -1.5818 2.8521 0.013 -0.030 0.033 -0.033
C 1.7865 -1.6389 -4.5100 0.038 0.043 0.018 -0.258
C 2.5372 -0.0387 -2.3597 0.099 0.023 -0.045 -0.277
C -1.0029 4.5352 -0.0312 -0.002 -0.035 -0.005 -0.023
C 1.2176 3.4482 1.1034 0.092 -0.094 0.085 -0.081
C -3.7020 -2.5591 3.5154 0.013 0.030 -0.051 -0.267
C 3.3254 -0.0661 -3.5020 -0.004 -0.053 -0.008 -0.049
C -2.4873 -2.9635 2.9666 -0.022 -0.005 0.025 -0.030
C 3.2150 0.3709 1.4519 0.171 -0.131 0.069 -0.141
C -0.8089 3.1680 0.0228 0.019 -0.030 -0.048 -0.055
C 1.3871 -0.8075 -2.2779 -0.002 0.050 0.009 -0.052
C -3.9769 -1.0087 1.6799 -0.013 0.012 -0.005 -0.045
C 2.9459 -0.8694 -4.5654 -0.012 -0.006 0.013 -0.028
C -2.0141 -2.4023 1.7932 0.070 -0.030 -0.054 -0.046
C -4.1972 -3.1476 4.8062 -0.009 -0.015 0.018 -0.050
C -0.0435 5.3726 0.5081 0.023 0.044 0.015 -0.035
C -2.7606 -1.4224 1.1594 -0.071 0.073 0.001 -0.278
C 1.0861 4.8190 1.0908 -0.045 0.005 -0.029 -0.023
C 1.0150 -1.5954 -3.3519 -0.060 -0.026 0.017 -0.015
C 2.2778 0.2644 2.6427 0.083 0.117 -0.098 -0.570
H -3.9461 -2.4948 5.6447 -0.002 0.000 0.004 0.086
H -1.8985 4.9240 -0.4929 -0.004 -0.009 -0.002 0.116
H 0.4455 -2.1083 -6.1168 0.000 0.001 0.001 0.087
H 4.2285 0.5270 -3.5515 0.005 0.009 0.003 0.117
H -1.9081 -3.7321 3.4634 0.006 0.001 0.000 0.115
H -1.5282 2.4662 -0.3736 0.008 0.023 0.003 0.115
H 2.0842 2.9714 1.5419 -0.062 0.025 -0.028 0.123
H 3.8494 -0.5160 1.4069 -0.021 0.011 -0.009 0.140
H -4.5512 -0.2559 1.1575 0.001 -0.002 0.002 0.114
H -1.0796 -2.7300 1.3559 -0.004 -0.010 0.029 0.118
H 2.1300 -2.5204 -6.4442 0.000 0.000 0.001 0.075
H 1.1645 -3.5166 -5.3498 0.002 0.001 0.002 0.084
H 1.8605 5.4360 1.5219 0.008 -0.018 0.012 0.117
H -0.1727 6.4463 0.4770 0.002 -0.001 -0.001 0.116
H -5.3953 -1.2691 3.2584 0.000 0.004 -0.001 0.115
H 3.5630 -0.8980 -5.4551 0.002 0.000 -0.001 0.114
H 3.8805 1.2272 1.5881 -0.015 0.014 0.014 0.129
H -3.7450 -4.1199 4.9974 0.000 -0.001 -0.001 0.076
H -5.2804 -3.2685 4.7954 0.001 0.004 0.001 0.079
H 0.7633 -0.8317 -1.3936 0.002 -0.020 -0.043 0.066
H 0.1058 -2.1795 -3.2721 0.019 0.000 0.008 0.119

[4]
70
Properties=species:S:1:pos:R:3:forces:R:3:lowdin_charge:R:1 method="wB97M-V/def2-TZVPD" smiles="O=C1OC[C@@H](F)O1.O=C1OC[C@@H](F)O1.O=C1OC[C@@H](F)O1.O=C1OC[C@@H](F)O1.O=C1OC[C@@H](F)O1.O=C1OC[C@@H](F)O1.O=C1OC[C@@H](F)O1" gap_ha=0.3851 de_lowest_ev=4.003 charge=0 energy_ev=-84135.180 homo_ev=-10.64
F -7.5628 -10.8827 -3.8053 -4.557 0.180 -1.115 0.154
F -7.9039 -13.9186 -13.7790 -1.120 1.573 -0.020 0.123
F -7.9601 -15.2770 -8.3215 0.661 0.524 0.098 0.042
F -3.5616 -14.6170 -7.1767 -0.803 0.430 0.570 0.063
F 0.3538 -13.0716 -6.5400 0.345 -0.652 -0.131 0.073
F -11.9423 -17.3120 -4.8917 -1.435 0.586 -0.141 0.061
F -11.6645 -9.6364 -11.1109 -0.518 0.035 -0.265 0.082
O -2.9486 -14.9156 -10.0159 0.255 -0.933 0.920 0.077
O -8.1952 -15.7038 -12.3381 -0.003 1.233 1.156 0.116
O -7.2186 -14.0878 -10.0144 0.406 2.018 -1.051 0.124
O -1.1791 -11.5546 -6.9769 0.251 1.060 -0.425 0.162
O -6.0980 -11.8030 -2.5688 -0.001 1.007 2.606 0.171
O -11.9129 -7.0094 -8.1008 0.412 -1.311 -0.756 0.142
O -8.1125 -17.8408 -11.5154 0.972 2.207 -1.868 0.141
O -2.4200 -12.6302 -5.5558 -1.380 -0.895 0.930 0.073
O -3.4029 -11.7963 -7.4047 0.690 0.397 0.428 0.174
O -8.9297 -16.6070 -5.9955 3.011 -2.311 -0.078 0.099
O -4.7474 -16.3352 -10.4904 4.505 1.663 3.663 0.108
O -8.7671 -14.4264 -5.4487 -0.469 -1.770 0.064 0.127
O -3.5429 -16.4224 -8.4723 0.112 -0.469 0.289 0.123
O -5.6681 -13.9648 -2.0004 -0.320 2.067 -1.532 0.147
O -8.1689 -12.2419 -11.1857 2.473 -2.826 4.434 0.095
O -12.5602 -9.0870 -8.3248 -2.583 -2.485 0.651 0.119
O -5.4471 -13.1559 -4.0976 0.091 -1.296 -0.907 0.103
O -7.7954 -12.2039 -8.9220 0.527 -0.264 -0.849 0.088
O -10.7564 -8.4569 -9.4007 -0.063 -1.691 -0.715 0.137
O -10.6395 -15.5455 -5.4346 -6.261 0.252 -0.126 0.186
O -7.1719 -17.2338 -13.5201 0.018 -0.298 -0.475 0.072
C -6.3025 -11.0697 -3.7181 2.973 0.773 0.398 -0.399
C -9.3865 -15.4733 -5.5725 3.601 3.713 -0.664 -0.650
C -7.7089 -12.7916 -10.1410 -2.640 1.630 -3.230 -0.413
C -6.9614 -14.3478 -8.6773 -1.745 -1.711 0.512 -0.264
C -11.1539 -16.8061 -5.8724 2.418 -2.281 2.334 -0.236
C -2.4392 -11.9260 -6.7155 -0.472 -1.207 0.075 -0.558
C -1.1873 -12.4902 -4.8977 0.180 0.586 1.021 -0.079
C -12.0117 -10.2852 -8.8178 0.164 -1.106 -0.006 -0.050
C -5.7602 -13.0567 -2.8072 0.826 -2.605 1.264 -0.545
C -9.8594 -17.6261 -5.7049 -0.951 -0.198 -1.498 -0.042
C -2.7184 -15.4982 -7.7638 -0.440 0.672 -1.440 -0.285
C -3.8106 -15.9472 -9.7304 -2.915 -0.391 -2.704 -0.446
C -7.8155 -16.9880 -12.3367 -1.239 -2.001 0.561 -0.526
C -7.3500 -14.9856 -13.2713 0.019 -2.339 0.111 -0.342
C -11.7742 -8.1190 -8.5704 1.370 4.787 0.578 -0.616
C -2.0115 -14.7921 -8.8972 -0.321 0.053 0.121 -0.034
C -5.6550 -11.9343 -4.7415 0.302 0.528 -1.691 -0.066
C -7.1519 -13.0440 -7.9807 0.575 0.085 1.139 -0.072
C -7.2858 -16.0609 -14.3269 1.389 1.150 0.088 -0.071
C -11.0723 -9.7837 -9.9078 0.657 0.252 1.013 -0.262
C -0.3413 -12.0492 -5.9729 1.986 1.755 -1.533 -0.349
H -6.0114 -14.8363 -8.4607 -0.085 0.022 -0.469 0.154
H -0.5911 -13.3060 -4.4889 -1.320 -0.998 0.185 0.161
H -1.2210 -11.7236 -4.1236 -0.411 0.007 0.062 0.153
H -6.4273 -15.8143 -14.9516 0.361 -0.969 0.045 0.139
H -10.2044 -10.4256 -10.0586 0.305 0.473 0.162 0.158
H -1.0436 -15.2712 -9.0443 -0.113 -0.016 -0.708 0.144
H -11.5454 -10.7980 -7.9765 0.856 0.268 -0.090 0.141
H -9.8088 -18.0723 -4.7117 0.301 0.492 0.177 0.146
H -6.1424 -12.7368 -7.7073 0.072 0.814 -0.336 0.123
H -8.1502 -15.9501 -14.9817 -0.420 -0.684 0.349 0.144
H -2.0559 -15.8160 -6.9586 -0.258 -1.134 -0.383 0.178
H 0.3739 -11.3003 -5.6327 0.124 0.116 -0.513 0.177
H -6.2600 -11.9917 -5.6464 -0.246 -0.493 0.248 0.124
H -7.7138 -13.0868 -7.0477 -0.295 -0.336 -0.282 0.122
H -6.4076 -14.7448 -12.7793 -0.015 0.075 0.092 0.174
H -9.8173 -18.4371 -6.4319 0.419 0.228 -0.106 0.143
H -11.5641 -17.0035 -6.8628 -0.528 1.377 0.054 0.181
H -5.9025 -10.0563 -3.6846 0.761 -0.129 0.479 0.174
H -4.7095 -11.5235 -5.0955 0.137 -0.027 0.333 0.120
H -1.8661 -13.7496 -8.6141 -0.090 0.005 -0.497 0.126
H -12.7297 -11.0526 -9.1068 -0.511 0.732 -0.608 0.144

Look up the charge of the third one. 0